Computed, not measured: a single C2H6N4O6S molecule, with ωB97M-V/def2-TZVPD.

Each line ends with the Mulliken charge.
Geometry (Å):
C -0.3510 1.2991 -0.0896  -0.2068
C 0.6635 -1.1572 0.0700  0.0116
N -1.1568 2.4301 -0.1190  -0.5078
N 0.8736 -2.5175 0.0881  -0.5504
N -0.6888 0.3846 -1.2315  0.0001
N -0.3590 -0.7903 1.0783  0.1189
O 0.1877 -0.7057 -1.3021  -0.2655
O -2.1038 0.0342 -1.1774  -0.3047
O -0.3745 0.5534 1.2131  -0.2765
O -1.6392 -1.3757 0.7341  -0.3713
O -3.7994 -1.4086 -0.3520  -0.5497
O -3.1977 0.6265 0.8848  -0.4813
S -2.8976 -0.4610 0.0637  1.2403
H 0.6666 1.4165 -0.4706  0.4576
H 1.5326 -0.6712 0.2268  0.4452
H -2.1149 2.2461 -0.6338  0.3860
H -1.3388 2.8395 0.8103  0.2998
H 1.6054 -2.8737 -0.5855  0.2663
H -0.0265 -3.0722 0.0927  0.2882

Computed properties:
Frontier orbital gap = 10.5 eV
Charge = 0
Energy = -31243.76534 eV
Highest occupied orbital energy = -9.90 eV